The following is a DFT calculation (ωB97M-V with the def2-TZVPD basis set) of C2H3BrFI as an isolated structure.

```
8
Properties=species:S:1:pos:R:3:forces:R:3
C 0.461943 0.443660 -0.481266 -1.53 3.86 -0.81
C -0.427788 -0.463668 0.282174 -1.42 0.98 2.61
F -0.249381 -1.730876 -0.020126 0.25 -1.77 -1.11
Br -2.434449 -0.125121 0.230826 1.00 0.12 -0.43
I 2.385435 0.098393 0.214160 0.98 -0.05 0.05
H 0.413984 0.261899 -1.637505 -0.08 0.84 2.29
H 0.110354 1.918419 0.034640 0.85 -4.43 -1.94
H -0.260097 -0.402708 1.377098 -0.05 0.45 -0.67
```
Forces are in eV/Å.

Calculated values
- total charge = 0
- frontier orbital gap (eV) = 9.79

The following is a DFT calculation (ωB97M-V with the def2-TZVPD basis set) of C2H3BrFN in the gas phase.

```
8
Properties=species:S:1:pos:R:3:forces:R:3
C -0.128000 -0.069537 -0.501818 -2.61 -1.47 -0.08
C 0.920546 0.361562 0.418670 1.04 1.23 0.09
N 0.296349 1.331558 -0.600844 1.83 -0.66 1.15
F -0.477879 2.185587 0.219017 -0.93 -0.31 -0.30
Br 2.787100 0.107168 -0.011850 -0.31 -0.37 -0.02
H 0.047979 -0.814912 -1.350902 0.19 1.66 0.97
H -1.204852 -0.190735 -0.158051 1.58 0.11 0.09
H 0.902220 0.570165 1.536325 -0.79 -0.19 -1.89
```
Forces are in eV/Å.

Calculated values
- total charge = 0
- frontier orbital gap (eV) = 11.06
- structure (SMILES) = FN1C[C@H]1Br

The following is a DFT calculation (ωB97M-V with the def2-TZVPD basis set) of a 2-piece molecular cluster, C2H3BrFNO2 overall.

```
10
Properties=species:S:1:pos:R:3:forces:R:3
C 0.905523 0.335765 -0.728484 2.36 1.29 3.74
C -0.385820 0.278909 -0.051111 1.66 -2.80 -0.73
N -0.534961 -0.193632 1.301251 -0.60 -0.61 2.71
O 0.031893 -1.203542 1.693034 0.10 0.89 -0.98
O -1.264374 0.503155 2.006657 0.47 -0.35 -0.74
F -1.245426 1.116012 -0.353745 -2.09 2.15 -0.84
Br -1.553996 -2.099031 -1.167490 0.63 1.27 0.53
H 0.830405 0.425250 -1.711095 -0.85 -0.23 -4.46
H 1.594113 1.233587 -0.543523 -1.56 -0.26 0.62
H 1.622641 -0.396473 -0.445494 -0.12 -1.34 0.15
```
Forces are in eV/Å.

Calculated values
- total charge = 0
- frontier orbital gap (alpha / beta) (eV) = 7.94 / 6.82

The following is a DFT calculation (ωB97M-V with the def2-TZVPD basis set) of a 2-piece molecular cluster, C2H3BrFNO2 overall.

```
10
Properties=species:S:1:pos:R:3:forces:R:3
C 0.568968 -0.209606 0.613827 -3.48 -2.12 -0.03
C -1.253232 -0.474284 -0.366348 4.13 1.01 0.76
N 1.283112 0.760456 -0.185406 0.96 -0.41 0.56
O 1.792203 0.323054 -1.211209 -0.38 0.70 0.08
O 1.398658 1.889102 0.267874 -0.21 -0.33 -0.62
F -1.667203 -1.636714 0.104750 0.06 -0.80 -0.47
Br -2.419941 0.851986 0.081249 -1.13 1.48 0.58
H 0.374679 0.121806 1.712033 0.34 -0.53 -2.31
H 0.939863 -1.285298 0.438277 -0.31 2.05 0.42
H -1.017104 -0.340503 -1.455048 0.03 -1.05 1.04
```
Forces are in eV/Å.

Calculated values
- total charge = 0
- frontier orbital gap (eV) = 9.72

The following is a DFT calculation (ωB97M-V with the def2-TZVPD basis set) of C2H3BrO in the gas phase.

```
7
Properties=species:S:1:pos:R:3:forces:R:3
C -0.479695 0.712579 0.151663 1.68 -0.43 -1.11
C 0.374096 -0.572836 0.032184 -0.72 2.78 0.32
O -1.418897 0.767925 0.848535 -2.14 0.38 1.36
Br 0.118099 -1.373751 -1.649282 -0.03 -0.52 -0.52
H -0.059218 1.637229 -0.349354 -0.29 -0.67 -0.04
H 1.290142 -0.017719 0.052256 1.44 -0.87 0.04
H 0.175473 -1.153428 0.913998 0.07 -0.67 -0.05
```
Forces are in eV/Å.

Calculated values
- total charge = 0
- frontier orbital gap (eV) = 10.47
- structure (SMILES) = O=CCBr

The following is a DFT calculation (ωB97M-V with the def2-TZVPD basis set) of a 2-piece molecular cluster, C2H3BrO2 overall.

```
8
Properties=species:S:1:pos:R:3:forces:R:3
C 0.907009 0.601523 0.287900 -0.22 -2.61 1.74
C -0.566015 0.568537 0.121124 0.47 1.11 -2.86
O 1.827545 0.527194 -0.715408 -0.02 -0.50 -1.97
O 1.679466 1.719683 0.077769 -0.09 1.04 0.93
Br -1.509041 0.905208 1.658944 -0.29 -0.10 0.22
H 1.172305 -0.161580 1.057019 0.17 1.25 0.27
H -0.364464 -1.778894 -0.555158 -0.13 0.71 0.20
H -0.926884 1.061717 -0.842376 0.10 -0.90 1.47
```
Forces are in eV/Å.

Calculated values
- total charge = 0
- frontier orbital gap (alpha / beta) (eV) = 9.54 / 8.60